(1)
The following is a DFT calculation (the ωB97M-V functional and the def2-TZVPD basis) of a cluster of 6 separate species, C17H51N4O6 in total in a non-equilibrium geometry.

Properties
energy above the lowest of the compared OMol25 structures with the same formula, charge and spin = 72.9 kcal/mol
LUMO energy = -1.784 eV
strongest force on any atom = 10.07 eV Å⁻¹
HOMO = -11.540 eV
Kohn-Sham gap = 9.76 eV

ORCA input file:
```
! wB97M-V def2-TZVPD RIJCOSX def2/J DEFGRID3
* xyz 1 1
O 0.119 -0.084 -0.487
H -0.175 -0.740 -1.067
H 0.899 0.517 -0.852
H 0.555 -0.533 0.364
C 0.689 2.968 0.534
C 1.600 2.863 -0.686
C 2.923 2.082 -0.435
O 2.646 0.797 -0.149
C 3.776 -0.193 0.082
N 0.872 2.327 -1.845
H 1.211 3.205 1.449
H 0.344 2.126 0.624
H -0.183 3.737 0.449
H 1.807 3.956 -0.829
H 3.493 2.709 0.260
H 3.429 2.551 -1.420
H 3.622 -1.177 -0.095
H 4.065 0.055 1.147
H 4.522 0.064 -0.643
H 1.342 2.242 -2.623
H -0.050 2.972 -1.871
C 1.381 -3.190 1.168
C 0.459 -2.238 2.015
C 0.447 -2.677 3.517
O 0.062 -3.930 3.724
C -0.055 -4.262 5.091
N 0.957 -0.953 1.864
H 2.469 -2.799 1.258
H 0.954 -3.311 0.166
H 1.469 -4.210 1.455
H -0.669 -2.375 1.732
H -0.183 -2.019 4.078
H 1.380 -2.503 3.942
H 0.768 -4.379 5.613
H -0.398 -5.355 5.099
H -0.726 -3.611 5.639
H 1.738 -0.812 2.318
H 0.404 -0.396 2.552
C -3.405 0.122 0.827
C -2.757 1.315 1.483
C -3.560 2.181 2.284
O -4.645 2.699 1.457
C -5.494 3.641 2.071
N -1.637 0.946 2.299
H -4.095 0.394 0.020
H -3.977 -0.523 1.538
H -2.665 -0.485 0.324
H -2.292 1.751 0.541
H -3.165 3.179 2.626
H -3.931 1.838 3.174
H -6.177 3.811 1.307
H -4.838 4.477 2.297
H -6.081 3.186 2.804
H -1.211 1.723 2.886
H -1.782 0.109 2.834
C -1.680 -0.231 -3.488
C -1.415 -1.642 -3.043
C 0.099 -1.930 -3.488
O 0.942 -1.205 -2.623
C 2.378 -1.255 -3.138
N -1.513 -1.883 -1.675
H -1.184 0.379 -2.892
H -2.657 -0.024 -3.187
H -1.788 0.137 -4.604
H -1.927 -2.347 -3.478
H 0.477 -1.595 -4.492
H 0.592 -2.859 -3.413
H 2.505 -2.404 -3.020
H 3.109 -0.848 -2.351
H 2.480 -0.850 -4.151
H -1.471 -2.939 -1.577
H -2.490 -1.703 -1.600
C 3.064 1.714 -3.413
O 2.104 0.735 -3.549
H 2.827 2.703 -4.054
H 4.111 1.450 -3.686
H 2.924 2.287 -2.472
H 2.263 0.522 -4.512
*
```


(2)
The following is a DFT calculation (the ωB97M-V functional and the def2-TZVPD basis) of a cluster of 3 separate species, C5H11NO in total.

Properties
structure (SMILES) = C/C=N/C=O.[H][H].C=C
energy above the lowest of the compared OMol25 structures with the same formula, charge and spin = 73.8 kcal/mol
LUMO energy = 0.404 eV
strongest force on any atom = 0.49 eV Å⁻¹
HOMO = -9.995 eV
Kohn-Sham gap = 10.40 eV

ORCA input file:
```
! wB97M-V def2-TZVPD RIJCOSX def2/J DEFGRID3
* xyz 0 1
C 0.767 1.306 1.746
C 1.114 0.663 0.451
N 1.454 -0.564 0.382
C 1.788 -1.035 -0.900
O 2.425 -0.426 -1.728
H -0.062 2.007 1.628
H 0.508 0.550 2.487
H 1.625 1.875 2.120
H 1.093 1.284 -0.452
H 1.436 -2.066 -1.071
H -0.942 -2.385 1.273
H -0.301 -2.003 1.234
C -1.976 -0.567 -1.131
C -1.763 0.736 -1.016
H -1.652 -1.126 -2.001
H -2.468 -1.140 -0.354
H -1.256 1.304 -1.787
H -2.073 1.294 -0.139
*
```